ORCA calculation (ωB97M-V/def2-TZVPD) on C23H34F6MnN12O8PS3 as an isolated structure at a distorted geometry.

```
! RIJCOSX wB97M-V def2-TZVPD def2/J DEFGRID3
* xyz 1 6
Mn -14.851 -7.377 11.715
F -14.193 -12.878 14.112
C -12.931 -12.548 13.892
F -12.420 -13.537 13.114
F -12.270 -12.490 15.101
S -12.858 -10.882 12.941
O -11.436 -10.627 12.751
O -13.580 -9.923 13.740
N -13.695 -11.190 11.627
S -13.767 -10.374 10.268
O -14.696 -10.908 9.363
O -13.904 -8.916 10.610
C -12.110 -10.481 9.376
F -11.945 -9.790 8.236
F -11.885 -11.809 9.077
F -11.131 -10.034 10.255
O -20.496 -8.502 13.816
C -19.955 -9.669 13.353
O -20.581 -10.701 13.555
C -18.779 -9.622 12.496
C -18.510 -10.530 11.522
N -17.318 -10.242 10.908
N -16.879 -9.009 11.326
C -17.715 -8.600 12.261
C -17.564 -7.246 12.909
O -18.456 -6.871 13.707
O -16.408 -6.600 12.784
H -19.832 -7.731 13.825
H -19.122 -11.450 11.449
H -16.646 -10.761 10.294
C -10.569 -4.062 12.834
N -10.439 -5.482 12.607
C -9.219 -6.151 12.184
C -9.557 -7.363 11.681
N -10.991 -7.484 11.954
C -11.529 -6.359 12.440
S -13.085 -6.024 12.939
H -9.810 -3.734 13.563
H -11.547 -3.887 13.216
H -10.482 -3.489 11.946
H -8.247 -5.658 12.247
H -9.098 -8.100 11.039
H -11.495 -8.348 11.943
C -15.607 -8.745 18.464
N -16.110 -8.633 17.041
C -17.487 -7.972 17.015
N -17.521 -6.658 17.644
C -17.106 -6.811 19.034
N -15.747 -7.459 19.198
C -14.670 -6.526 18.695
P -14.941 -6.054 16.968
C -15.056 -7.779 16.297
C -16.753 -5.574 16.993
H -14.489 -8.939 18.409
H -16.031 -9.678 18.962
H -16.201 -9.553 16.567
H -18.168 -8.677 17.490
H -17.786 -7.853 15.933
H -17.810 -7.453 19.576
H -17.101 -5.838 19.553
H -13.723 -7.068 18.885
H -14.587 -5.600 19.298
H -13.993 -8.190 16.242
H -15.288 -7.736 15.232
H -16.994 -5.402 15.899
H -16.974 -4.680 17.646
C -15.475 -4.662 10.095
N -15.076 -6.078 9.876
C -13.881 -6.017 9.055
N -14.128 -5.364 7.784
C -14.471 -3.973 8.036
N -15.745 -3.851 8.855
C -16.809 -4.609 8.094
N -16.438 -6.028 7.854
C -16.223 -6.698 9.138
C -15.183 -6.004 7.089
H -14.651 -4.181 10.617
H -16.346 -4.557 10.723
H -13.426 -6.992 8.970
H -13.180 -5.394 9.602
H -14.705 -3.365 7.120
H -13.673 -3.494 8.610
H -16.863 -4.109 7.133
H -17.782 -4.483 8.624
H -15.999 -7.723 8.926
H -17.158 -6.656 9.694
H -15.426 -5.390 6.188
H -14.929 -7.030 6.826
*
```

Output
energy above the lowest of the compared OMol25 structures with the same formula, charge and spin	1.63	kcal/mol
HOMO level (spin up / spin down)	-11.18 / -11.27	eV
LUMO energy (spin up / spin down)	-2.42 / -2.44	eV
electronic energy	-5441.74322	hartree
orbital gap (spin up / spin down)	8.76 / 8.83	eV
expectation value of S²	8.754

ORCA calculation (ωB97M-V/def2-TZVPD) on one molecule with the formula C23H34N2O3.

```
! RIJCOSX wB97M-V def2-TZVPD def2/J DEFGRID3
* xyz 0 1
C 1.563 6.598 -0.529
C 0.764 5.981 -1.670
C 0.258 4.553 -1.431
C -1.043 4.320 -2.189
C 1.285 3.422 -1.673
C 0.767 2.690 -0.421
C 1.813 2.149 0.522
O 2.900 2.687 0.681
N 1.468 1.043 1.212
C 0.239 0.266 1.361
C 1.025 -0.645 2.350
C 1.296 -2.057 1.866
C 0.038 -2.783 2.368
C -1.120 -2.590 1.388
O -2.088 -1.885 1.644
N -0.980 -3.191 0.194
C -0.083 -4.212 -0.274
C -0.965 -5.476 -0.217
C -2.301 -5.406 -0.094
C -3.110 -4.102 -0.266
C -2.026 -3.194 -0.833
C -1.744 -1.955 -1.661
C -0.205 -2.188 -1.962
C 0.361 -3.634 -1.684
C -0.221 -2.068 3.695
O 0.455 -0.804 3.626
C 2.181 0.372 2.291
C 0.119 4.028 0.026
H 1.966 7.568 -0.825
H 0.939 6.755 0.351
H 2.403 5.966 -0.233
H -0.090 6.632 -1.883
H 1.366 5.969 -2.584
H -1.391 3.290 -2.085
H -1.828 4.980 -1.811
H -0.914 4.524 -3.255
H 1.227 2.894 -2.627
H 2.307 3.761 -1.499
H 0.017 1.934 -0.655
H -0.578 0.802 1.848
H -0.123 -0.207 0.446
H 1.444 -2.112 0.788
H 2.187 -2.445 2.364
H 0.209 -3.850 2.517
H 0.783 -4.347 0.374
H -0.473 -6.442 -0.192
H -2.859 -6.325 0.048
H -3.921 -4.284 -0.975
H -3.541 -3.751 0.671
H -1.683 -3.900 -1.580
H -2.325 -1.946 -2.584
H -1.901 -1.013 -1.136
H 0.020 -1.941 -3.001
H 0.374 -1.491 -1.355
H 1.449 -3.568 -1.725
H 0.070 -4.323 -2.480
H -1.286 -1.902 3.851
H 0.194 -2.628 4.535
H 3.161 -0.018 2.013
H 2.265 0.974 3.197
H 0.776 4.542 0.725
H -0.889 3.981 0.441
*
```

Output
energy above the lowest of the compared OMol25 structures with the same formula, charge and spin	95.07	kcal/mol
HOMO level	-9.05	eV
LUMO energy	0.59	eV
electronic energy	-1231.95046	hartree
orbital gap	9.64	eV
SMILES	CC[C@]1(C)C[C@H](C(=O)N2CC3(C[C@H](C(=O)N4[C@H]5CC=C[C@H]4CCC5)CO3)C2)C1

ORCA calculation (ωB97M-V/def2-TZVPD) on one molecule with the formula C23H34N2O3.

```
! RIJCOSX wB97M-V def2-TZVPD def2/J DEFGRID3
* xyz 0 1
C -2.048 -5.741 3.983
C -1.335 -5.424 2.672
C -1.080 -3.938 2.346
C -1.368 -2.989 3.503
C 0.287 -3.618 1.688
C -0.416 -2.689 0.679
C 0.000 -2.823 -0.764
O 0.350 -3.886 -1.253
N -0.047 -1.689 -1.497
C -0.710 -0.396 -1.308
C -0.311 -0.067 -2.775
C 0.826 0.929 -2.921
C 0.050 2.251 -3.006
C -0.318 2.744 -1.606
O -1.462 2.696 -1.171
N 0.706 3.177 -0.852
C 2.071 3.487 -1.161
C 2.064 5.028 -1.157
C 1.044 5.731 -0.637
C -0.072 5.110 0.230
C 0.539 3.739 0.491
C 0.566 2.528 1.406
C 1.902 1.841 0.895
C 2.852 2.712 -0.015
C -1.187 1.826 -3.796
O -1.332 0.410 -3.610
C 0.048 -1.553 -2.949
C -1.748 -3.394 1.050
H -2.157 -6.820 4.098
H -1.494 -5.373 4.846
H -3.049 -5.308 4.021
H -0.366 -5.934 2.687
H -1.886 -5.874 1.843
H -1.172 -1.957 3.206
H -2.410 -3.050 3.820
H -0.736 -3.206 4.368
H 1.054 -3.177 2.327
H 0.691 -4.484 1.162
H -0.411 -1.646 0.997
H -1.794 -0.470 -1.198
H -0.300 0.236 -0.520
H 1.539 0.876 -2.098
H 1.356 0.740 -3.858
H 0.608 3.028 -3.529
H 2.376 3.124 -2.142
H 2.870 5.547 -1.664
H 1.038 6.809 -0.754
H -0.191 5.709 1.135
H -1.034 5.070 -0.284
H 1.522 4.107 0.765
H 0.644 2.815 2.456
H -0.286 1.858 1.289
H 2.491 1.495 1.746
H 1.638 0.945 0.330
H 3.579 2.033 -0.464
H 3.427 3.417 0.588
H -2.083 2.328 -3.435
H -1.054 2.016 -4.863
H 1.027 -1.781 -3.371
H -0.724 -2.115 -3.479
H -1.957 -4.196 0.341
H -2.631 -2.764 1.169
*
```

Output
energy above the lowest of the compared OMol25 structures with the same formula, charge and spin	97.86	kcal/mol
HOMO level	-9.09	eV
LUMO energy	0.60	eV
electronic energy	-1231.94602	hartree
orbital gap	9.68	eV
SMILES	CC[C@]1(C)C[C@H](C(=O)N2CC3(C[C@H](C(=O)N4[C@H]5CC=C[C@H]4CCC5)CO3)C2)C1

ORCA calculation (ωB97M-V/def2-TZVPD) on C23H34N4O6 as an isolated structure at a distorted geometry.

```
! RIJCOSX wB97M-V def2-TZVPD def2/J DEFGRID3
* xyz 0 1
C 0.806 3.458 -0.617
C 1.606 3.449 0.650
O 1.489 2.303 1.283
C 1.980 1.079 0.705
C 3.235 0.933 0.061
C 3.753 -0.128 -0.245
C 2.965 -1.366 -0.111
C 1.755 -1.220 0.130
C 1.142 -0.055 0.653
N -0.070 -0.071 1.242
C -1.021 -0.839 1.501
O -0.835 -2.123 1.224
C -2.312 -0.732 1.879
N -3.118 0.067 0.950
C -4.230 -0.688 0.248
O -4.722 -1.767 0.858
C -4.730 0.080 -0.666
N -3.861 1.279 -0.602
C -2.806 1.321 0.240
O -2.081 2.051 0.731
H -3.973 2.170 -1.315
C -6.318 0.800 -0.263
H -6.221 1.256 0.640
H -6.526 1.542 -0.957
C -7.241 -0.250 -0.739
C -8.477 0.094 0.080
H -8.424 0.189 1.125
H -9.269 -0.556 0.023
H -9.015 0.887 -0.363
C -7.415 -0.928 -1.863
H -8.225 -1.527 -2.018
H -6.579 -1.364 -2.468
H -7.713 -0.016 -2.551
H -6.903 -1.391 0.077
H -4.765 -0.338 -1.681
H -2.834 -1.203 2.439
H -2.174 0.231 2.581
H -0.429 0.952 1.663
H 1.165 -2.093 0.289
O 3.524 -2.214 -0.745
C 3.062 -3.671 -0.634
C 2.912 -4.183 0.818
H 3.990 -4.400 0.922
H 2.551 -5.383 0.555
H 2.414 -3.606 1.250
H 3.681 -4.265 -1.538
H 2.025 -3.610 -1.085
N 5.200 -0.165 -0.851
C 6.108 -0.880 -0.582
C 6.790 -0.327 0.716
H 7.758 -1.023 0.889
O 7.561 0.863 0.236
C 6.761 1.837 -0.196
C 5.764 1.154 -1.140
H 5.063 1.901 -1.420
H 6.389 1.136 -1.890
H 7.107 2.597 -0.485
H 5.869 2.041 0.827
H 6.305 -0.130 1.566
H 5.761 -1.916 0.122
H 6.795 -1.237 -1.425
H 3.813 2.026 0.318
H 2.554 3.756 0.483
H 0.815 4.135 1.435
H -0.260 3.052 -0.531
H 0.834 4.376 -1.106
H 1.246 2.651 -1.318
*
```

Output
energy above the lowest of the compared OMol25 structures with the same formula, charge and spin	620.36	kcal/mol
HOMO level	-7.10	eV
LUMO energy	0.21	eV
electronic energy	-1566.35768	hartree
orbital gap	7.31	eV